1.
Molecular formula: H4N4O2
Method: DFT, ωB97M-V/def2-TZVPD

Output
Net charge: 0
Highest occupied orbital energy in eV: -9.70
2S+1: 1
Kohn-Sham gap in eV: 10.413
ΔE to the lowest compared entry with this formula, charge and spin in eV: 0.798
Structure (SMILES): NN(N)[N+](=O)[O-]

Each line ends with the natural charge from an NBO analysis.
Geometry (Å):
N 1.27691 -0.60360 0.29425  -0.664
N 0.06984 -0.20009 -0.30491  -0.053
N 0.03655 1.12522 -0.77061  -0.640
N -1.24048 -0.63947 0.52836  0.613
O -1.15749 -1.58905 1.25394  -0.335
O -2.19754 -0.06892 0.10419  -0.374
H 1.87526 -1.11059 -0.31018  0.367
H 1.94301 -0.00491 0.81207  0.357
H -0.69693 1.21915 -1.43757  0.380
H 0.09088 1.87225 -0.16953  0.349



2.
Molecular formula: C29H33N11OV
Method: DFT, ωB97M-V/def2-TZVPD

Output
Net charge: +1
Highest occupied orbital energy (alpha / beta) in eV: -10.66 / -10.80
2S+1: 3
Kohn-Sham gap (alpha / beta) in eV: 7.636 / 7.465
ΔE to the lowest compared entry with this formula, charge and spin in eV: 0.495

Each line ends with the Mulliken spin population.
Geometry (Å):
V 0.75401 -0.06308 1.12913  1.972
C -1.10181 3.10037 3.35039  -0.010
C -2.29144 2.57841 3.84928  0.018
C -2.65170 1.30313 3.48916  -0.010
C -1.83466 0.54646 2.64288  0.054
N -0.65993 1.03538 2.19397  -0.074
C -0.33395 2.30190 2.54537  0.059
N -2.35598 -0.68881 2.26543  -0.010
C -1.73132 -1.56990 1.59095  0.023
N -0.39980 -1.57469 1.15809  -0.054
C -0.14834 -2.79433 0.52857  0.036
N 0.94181 -3.26406 0.06055  -0.010
C 2.16801 -2.60559 0.07104  0.035
C 3.24464 -3.36556 -0.40092  -0.012
C 4.49571 -2.81179 -0.50301  0.015
C 4.66818 -1.48652 -0.11134  -0.009
C 3.57917 -0.79842 0.35544  0.055
N 2.32985 -1.31919 0.45060  -0.056
C -1.41277 -3.56876 0.48958  -0.003
C -1.70229 -4.79812 -0.06907  0.001
C -3.00988 -5.25797 0.04934  0.001
C -3.98044 -4.50619 0.71446  -0.001
C -3.67239 -3.27393 1.27903  0.003
C -2.37255 -2.82531 1.14658  0.008
H -0.77664 4.10409 3.58560  -0.001
H -2.92582 3.16797 4.49934  0.000
H -3.57198 0.84535 3.82463  0.000
H 0.60654 2.66871 2.16162  -0.003
H 3.03601 -4.38745 -0.68567  0.000
H 5.32899 -3.39325 -0.87854  0.000
H 5.63014 -0.99587 -0.16556  0.000
H 3.69312 0.22020 0.69283  0.002
H -0.93395 -5.37363 -0.57134  0.000
H -3.28327 -6.21375 -0.38059  0.000
H -4.98905 -4.89372 0.79485  0.000
H -4.41582 -2.68500 1.80189  0.000
C 1.94321 -0.76264 4.12100  -0.029
C 1.68763 -0.10841 2.81739  -0.092
O 2.25638 0.91692 2.41193  0.023
H 2.62428 -0.18478 4.74559  0.000
H 2.36620 -1.75107 3.92357  0.001
H 0.99300 -0.92081 4.63359  0.000
C 0.30150 1.61219 -3.69604  0.000
N 0.94077 0.91647 -2.58339  0.005
C 0.44542 -0.42613 -2.33868  0.041
C 1.58968 1.61767 -1.61387  0.031
N 1.42899 1.35834 -0.34208  -0.061
N 2.35602 2.66258 -2.04988  0.005
C 2.86666 3.61722 -1.08310  0.001
C 3.14963 2.55358 -3.27127  0.000
H -0.78484 1.55093 -3.58926  0.001
H 0.57884 1.16104 -4.65004  0.000
H 0.58565 2.66006 -3.70489  0.000
H 0.42655 -0.96510 -3.28647  0.002
H -0.56441 -0.42798 -1.91695  -0.005
H 1.11428 -0.95239 -1.67320  -0.005
H 2.06553 1.92371 0.20824  0.029
H 3.72244 3.22662 -0.51981  0.000
H 2.08386 3.91525 -0.38712  0.000
H 3.19443 4.50859 -1.61377  0.000
H 2.84959 1.68188 -3.84320  0.000
H 4.20929 2.45268 -3.01979  0.000
H 3.02626 3.44412 -3.88839  0.000
N -4.71381 0.35607 -2.32469  0.000
C -3.70799 1.05591 -1.72578  0.002
C -2.64482 0.40409 -1.07421  0.010
N -1.63611 1.07064 -0.55051  -0.002
C -1.66283 2.40351 -0.64313  0.018
C -2.72159 3.04139 -1.25640  0.002
N -3.74366 2.38061 -1.80223  0.000
H -4.83144 -0.62490 -2.15607  0.000
H -5.48954 0.87776 -2.69184  0.000
H -2.63812 -0.68030 -0.98216  0.000
H -0.82796 2.95330 -0.22389  -0.003
H -2.75933 4.12432 -1.31374  0.000



3.
Molecular formula: C3H2DyFO2
Method: DFT, ωB97M-V/def2-TZVPD

Output
Net charge: +1
Highest occupied orbital energy (alpha / beta) in eV: -12.29 / -12.29
2S+1: 7
Kohn-Sham gap (alpha / beta) in eV: 7.601 / 6.031
ΔE to the lowest compared entry with this formula, charge and spin in eV: 0.313

Each line ends with the Mulliken spin population.
Geometry (Å):
C -1.28974 0.56739 0.06773  0.012
O 0.28780 -1.18557 -0.05865  -0.015
C 1.28564 -0.26560 -0.01570  0.120
C -0.99585 -0.70928 -0.15230  0.009
O 2.34114 -0.70070 0.48213  -0.012
Dy 3.36731 1.41629 -0.25843  5.886
H -0.69421 1.30569 0.60529  -0.003
H -1.71959 -1.42729 -0.53880  0.003
F -2.58251 0.99908 -0.13126  0.000



4.
Molecular formula: C6H9NO
Method: DFT, ωB97M-V/def2-TZVPD

Output
Net charge: 0
Highest occupied orbital energy (alpha / beta) in eV: -5.11 / -9.67
2S+1: 3
Kohn-Sham gap (alpha / beta) in eV: 6.068 / 6.899
ΔE to the lowest compared entry with this formula, charge and spin in eV: 1.574

Each line ends with the Mulliken spin population.
Geometry (Å):
C 0.19672 0.73226 0.44947  0.464
C -0.50430 -1.25405 0.42004  -0.041
C -1.25701 0.07925 0.53834  0.229
C 0.88958 -0.64199 0.47616  0.232
C -2.20534 0.58347 -0.61355  0.043
C 2.08287 -0.76365 -0.54959  0.076
N 0.56435 1.94792 0.40777  0.847
O -0.95040 -2.33172 0.31837  0.016
H -1.48541 0.39751 1.57450  0.030
H 1.18192 -0.63611 1.55140  0.072
H -3.12167 0.66315 -0.11479  0.003
H -2.17071 -0.14950 -1.52640  -0.015
H -1.85097 1.55055 -0.83680  0.013
H 2.57773 -1.72577 -0.28204  -0.006
H 2.84934 0.02543 -0.51015  -0.003
H 1.63941 -0.69594 -1.65905  -0.011
H 1.56390 2.21918 0.35632  0.051



5.
Molecular formula: C5H6O2
Method: DFT, ωB97M-V/def2-TZVPD

Output
Net charge: 0
Highest occupied orbital energy in eV: -10.33
2S+1: 1
Kohn-Sham gap in eV: 11.147
ΔE to the lowest compared entry with this formula, charge and spin in eV: 1.431

Each line ends with the natural charge from an NBO analysis.
Geometry (Å):
C -1.58492 -0.70874 0.01023  -0.628
C -0.25732 -0.05249 0.15820  0.251
C 0.21023 1.34815 0.05861  -0.406
C 0.92893 0.21528 -0.71266  -0.372
C 1.69434 -0.55925 0.30615  0.792
O 2.79381 -0.99826 0.45122  -0.537
O 0.61753 -0.66343 1.16635  -0.501
H -2.20182 -0.46224 0.88021  0.229
H -1.44963 -1.79321 -0.02282  0.232
H -2.10633 -0.38238 -0.89290  0.228
H 0.57621 1.74772 1.00233  0.235
H -0.22877 2.09177 -0.59821  0.231
H 1.02168 0.17197 -1.79351  0.246



6.
Molecular formula: N2O4
Method: DFT, ωB97M-V/def2-TZVPD

Output
Net charge: +2
Highest occupied orbital energy (alpha / beta) in eV: -26.69 / -26.69
2S+1: 1
Kohn-Sham gap (alpha / beta) in eV: 10.131 / 10.130
ΔE to the lowest compared entry with this formula, charge and spin in eV: 4.991

Each line ends with the natural charge from an NBO analysis.
Geometry (Å):
N -1.08414 -0.44085 0.07994  0.738
N 1.25839 0.40537 -0.04103  0.843
O -1.95717 0.30746 -0.08538  0.080
O 2.36653 0.38204 0.05669  0.293
O -0.72073 -1.49513 0.03387  0.081
O 0.13711 0.84111 -0.04410  -0.035



7.
Molecular formula: C19H34BF9NO8P
Method: DFT, ωB97M-V/def2-TZVPD

Output
Net charge: 0
Highest occupied orbital energy in eV: -8.14
2S+1: 1
Kohn-Sham gap in eV: 8.533
ΔE to the lowest compared entry with this formula, charge and spin in eV: 0.000
Structure (SMILES): CCCN[C@@H](OCB(O)OCC)[C@@](C[C@H](C)O)(C[C@@H](C)O)O[C@@H](P(O)O)C(F)(F)C(F)(F)C(F)(F)C(F)(F)F

Each line ends with the Mulliken charge.
Geometry (Å):
C 0.81961 -4.49080 0.86909  -0.988
C 1.97398 -3.94313 1.70083  -0.629
C 2.70024 -2.75653 1.04219  -0.459
N 2.30844 -1.42446 1.47456  0.260
C 1.14894 -0.84472 0.80696  0.207
O 0.24391 -0.28052 1.70481  -0.564
C -0.50146 -1.24261 2.43312  -0.302
B -1.92223 -1.43068 1.75040  0.611
O -2.62186 -0.31188 1.37849  -0.371
O -2.37629 -2.71304 1.60948  -0.707
C -3.74184 -2.89591 1.21771  -0.290
C -3.85963 -2.91993 -0.29556  -0.841
C 1.50777 0.27462 -0.24760  0.479
C 2.95488 0.72297 -0.17699  -1.829
C 3.50594 1.41833 1.08939  -0.162
C 2.58118 1.60278 2.28226  -1.377
O 3.98888 2.72978 0.70112  -0.554
C 1.34252 -0.43690 -1.62744  -2.273
C -0.07606 -0.68906 -2.13312  0.388
C -0.04851 -1.96832 -2.99354  -1.814
O -1.07717 -0.87204 -1.12730  -0.254
O 0.52250 1.30483 -0.16105  -0.283
C 0.89589 2.61147 -0.43416  0.484
P 1.45247 3.01183 -2.23195  -0.335
O 1.22266 4.62501 -2.43678  -0.462
O 0.49023 2.16702 -3.28303  -0.421
C -0.31261 3.46258 0.03710  0.948
F 0.05769 4.77025 0.13681  -0.340
F -0.63894 3.06510 1.30373  -0.284
C -1.58062 3.37668 -0.85528  0.466
F -1.52401 4.36288 -1.78914  -0.386
F -1.67996 2.20124 -1.49039  -0.135
C -2.89639 3.57316 -0.04604  0.516
F -3.15982 2.43208 0.63160  -0.122
F -2.79987 4.62706 0.78986  -0.303
C -4.13863 3.83357 -0.95360  0.532
F -5.21826 3.83198 -0.13290  -0.261
F -4.09224 5.03915 -1.54445  -0.240
F -4.31846 2.86049 -1.85773  -0.220
H 0.40222 -5.38873 1.31517  0.399
H 1.17040 -4.75229 -0.12735  0.338
H 0.00861 -3.77435 0.75516  0.075
H 2.69125 -4.75945 1.78533  0.393
H 1.65364 -3.72283 2.71673  0.362
H 3.76708 -2.87870 1.22282  0.482
H 2.55711 -2.85244 -0.03099  0.162
H 2.19235 -1.37599 2.47440  0.446
H 0.64340 -1.65472 0.27999  0.193
H -0.68987 -0.82847 3.42784  0.283
H 0.01293 -2.18951 2.59776  -0.053
H -2.68873 -0.21024 0.42544  0.176
H -4.39041 -2.15159 1.66752  0.318
H -4.05186 -3.87236 1.57739  0.348
H -3.19132 -3.68872 -0.67608  0.209
H -4.88045 -3.16032 -0.57716  0.468
H -3.56520 -1.97815 -0.74931  0.090
H 3.20839 1.35689 -1.02218  0.572
H 3.54160 -0.17832 -0.33132  1.007
H 4.37315 0.86056 1.43368  0.599
H 1.54428 1.79303 2.03539  0.099
H 2.64954 0.76301 2.96189  0.277
H 2.93538 2.46785 2.83737  0.494
H 4.94205 2.68502 0.67683  0.404
H 1.83586 -1.40400 -1.52940  0.680
H 1.95119 0.11948 -2.33677  0.717
H -0.44867 0.07166 -2.80473  0.313
H 0.79513 -1.90126 -3.67218  0.482
H -0.97463 -2.01669 -3.55810  0.437
H 0.02883 -2.84593 -2.35314  0.343
H -1.20716 -1.81109 -0.98488  -0.023
H 1.71298 3.00814 0.17104  0.554
H 0.45808 4.85404 -2.97611  0.327
H -0.12002 2.73212 -3.77355  0.346



8.
Molecular formula: HO3S2
Method: DFT, ωB97M-V/def2-TZVPD

Output
Net charge: -1
Highest occupied orbital energy (alpha / beta) in eV: -2.96 / -2.96
2S+1: 1
Kohn-Sham gap (alpha / beta) in eV: 6.738 / 6.738
ΔE to the lowest compared entry with this formula, charge and spin in eV: 0.560

Each line ends with the natural charge from an NBO analysis.
Geometry (Å):
O -2.01809 2.79082 -0.72669  -0.915
O -2.01498 0.97808 -2.38680  -0.936
O -1.22019 0.41566 0.94855  -1.041
S 0.26743 0.83248 1.24801  0.235
S -1.38424 1.57254 -1.20007  1.652
H 0.98405 0.33292 0.18646  0.005



So what do the calculations give for calculated total energy? Going down the list: -10114.669, -74732.765, -34029.123, -9898.989, -9375.665, -11135.789, -72548.751, -27829.407 eV.